# 1
ORCA calculation (ωB97M-V/def2-TZVPD) on a single C4H6O2 molecule.

CARTESIAN COORDINATES (ANGSTROEM)
C1 -1.27619 -0.25098 -0.01633
O1 -0.82864 1.06777 -0.31519
C2 0.55275 1.04133 -0.62028
C3 1.07756 -0.12406 0.22424
O2 0.45045 -0.22820 1.52750
C4 -0.05799 -1.00004 0.46202
H1 -1.98136 -0.16884 0.81717
H2 -1.75645 -0.72788 -0.87699
H3 0.68840 0.91183 -1.71294
H4 0.99818 1.99865 -0.34176
H5 2.08084 -0.39124 0.50087
H6 -0.01692 -2.08631 0.49392

HOMO-LUMO gap: 11.0 eV
ΔE to the lowest compared entry with this formula, charge and spin: 55.1 kcal per mole
HOMO level: -9.97 eV
DFT total energy: -306.41852 hartree
Spin multiplicity: 1

# 2
ORCA calculation (ωB97M-V/def2-TZVPD) on a 2-piece molecular cluster, C4H6O2 overall.

CARTESIAN COORDINATES (ANGSTROEM)
O1 1.12128 0.97135 -0.85228
C1 1.96420 0.05512 -0.09105
C2 0.62689 -0.26425 -0.50603
C3 -0.46570 -0.94380 -0.61274
C4 -1.57540 -1.62996 -0.69629
O2 -0.96794 2.15223 0.80049
H1 -0.18143 2.11760 0.23753
H2 2.14818 0.35776 0.93841
H3 2.81718 -0.33147 -0.64652
H4 -1.77677 -2.29765 -1.53218
H5 -2.34190 -1.55277 0.07304
H6 -1.60065 1.59805 0.32835

HOMO-LUMO gap: 10.4 eV
ΔE to the lowest compared entry with this formula, charge and spin: 88.5 kcal per mole
HOMO level: -9.52 eV
DFT total energy: -306.36534 hartree
Spin multiplicity: 1

# 3
ORCA calculation (ωB97M-V/def2-TZVPD) on a single C4H6O2 molecule.

CARTESIAN COORDINATES (ANGSTROEM)
C1 -0.15080 -1.10456 0.63431
C2 0.73202 -0.37286 -0.34931
C3 0.57435 1.13351 -0.11618
C4 0.11409 2.25627 0.12254
H1 -1.35775 0.47637 0.62605
H2 -0.25027 -2.22398 0.28836
H3 0.33828 -0.94334 1.67699
H4 1.76345 -0.67651 0.02401
H5 -0.32335 -0.52543 -1.89230
H6 -0.52832 3.28581 0.12979
O1 -1.52497 -0.57564 0.61500
O2 0.61327 -0.72965 -1.75928

HOMO-LUMO gap: 11.3 eV
ΔE to the lowest compared entry with this formula, charge and spin: 88.6 kcal per mole
HOMO level: -10.50 eV
DFT total energy: -306.36513 hartree
Spin multiplicity: 1

# 4
ORCA calculation (ωB97M-V/def2-TZVPD) on a 2-piece molecular cluster, C4H6O2 overall.

CARTESIAN COORDINATES (ANGSTROEM)
O1 2.40946 -0.60109 -0.78967
C1 1.08975 -0.54465 -0.42055
C2 -1.13752 -0.13746 1.00884
C3 -1.48341 0.11952 -0.28296
C4 0.53962 0.61533 -0.01427
O2 0.71343 1.79013 0.19206
H1 2.77120 0.29519 -0.71399
H2 0.56422 -1.48335 -0.48889
H3 -1.00160 -1.15023 1.37526
H4 -1.11309 0.65391 1.75071
H5 -1.74739 1.11961 -0.60763
H6 -1.60467 -0.67692 -1.00891

HOMO-LUMO gap: 8.8 eV
ΔE to the lowest compared entry with this formula, charge and spin: 80.6 kcal per mole
HOMO level: -7.88 eV
DFT total energy: -306.37781 hartree
Spin multiplicity: 1

# 5
ORCA calculation (ωB97M-V/def2-TZVPD) on a single C4H6O2 molecule.

CARTESIAN COORDINATES (ANGSTROEM)
C1 1.40905 -0.78981 -0.79197
C2 0.37940 -0.30325 0.23392
C3 -0.72576 0.57164 -0.27775
O1 -0.84745 0.97550 -1.41140
C4 -1.72061 0.97697 0.91010
O2 -1.64523 0.49661 2.01666
H1 0.93684 -1.45568 -1.52808
H2 1.88375 0.02315 -1.34961
H3 2.20333 -1.36484 -0.30238
H4 0.74290 0.30972 1.07865
H5 -0.10508 -1.16194 0.71376
H6 -2.51114 1.72193 0.70811

HOMO-LUMO gap: 9.3 eV
ΔE to the lowest compared entry with this formula, charge and spin: 25.5 kcal per mole
HOMO level: -9.67 eV
DFT total energy: -306.46561 hartree
Spin multiplicity: 1

# 6
ORCA calculation (ωB97M-V/def2-TZVPD) on a single C4H6O2 molecule.

CARTESIAN COORDINATES (ANGSTROEM)
O1 1.53073 1.29581 0.73731
C1 2.01291 0.27588 -0.11939
C2 0.85100 -0.49522 -0.57774
C3 -0.32899 -0.74007 -0.52414
C4 -1.77732 -0.66146 -0.32894
O2 -2.28376 0.58745 -0.75738
H1 0.86823 0.88122 1.30678
H2 2.73476 -0.36998 0.39443
H3 2.52661 0.77747 -0.94131
H4 -2.29727 -1.50641 -0.79334
H5 -1.95970 -0.70510 0.75182
H6 -1.88504 0.79121 -1.61348

HOMO-LUMO gap: 10.7 eV
ΔE to the lowest compared entry with this formula, charge and spin: 70.7 kcal per mole
HOMO level: -9.97 eV
DFT total energy: -306.39358 hartree
Spin multiplicity: 1

# 7
ORCA calculation (ωB97M-V/def2-TZVPD) on a single C4H6O2 molecule.

CARTESIAN COORDINATES (ANGSTROEM)
O1 1.14116 -1.33300 0.90811
C1 0.58994 -0.04948 0.85707
C2 0.58439 0.80326 -0.43674
C3 -0.41797 -0.14890 -1.08826
C4 -0.87680 0.15403 0.35685
O2 -0.53741 1.55596 0.14752
H1 0.94792 0.53130 1.71371
H2 1.38085 1.39588 -0.88405
H3 -0.08295 -1.15551 -1.35449
H4 -1.03811 0.31286 -1.85830
H5 0.42153 -1.95821 0.75497
H6 -1.86510 -0.06794 0.77597

HOMO-LUMO gap: 10.5 eV
ΔE to the lowest compared entry with this formula, charge and spin: 81.0 kcal per mole
HOMO level: -9.72 eV
DFT total energy: -306.37724 hartree
Spin multiplicity: 1

# 8
ORCA calculation (ωB97M-V/def2-TZVPD) on C4H6O2 as an isolated structure.

CARTESIAN COORDINATES (ANGSTROEM)
O1 -0.52653 0.77689 -1.55046
C1 -0.02033 1.05639 -0.31569
C2 -0.22333 0.15344 0.91313
C3 -0.06837 -1.23891 0.41761
O2 1.15933 -1.02393 -0.15728
C4 1.14635 0.35049 0.28546
H1 -0.95349 -0.11720 -1.50479
H2 -0.09581 2.11017 -0.05583
H3 -0.64289 0.50244 1.84972
H4 -0.72576 -2.07884 0.16277
H5 -1.24467 -1.40938 -0.73766
H6 2.07486 0.76343 0.67090

HOMO-LUMO gap: 9.2 eV
ΔE to the lowest compared entry with this formula, charge and spin: 145.2 kcal per mole
HOMO level: -8.65 eV
DFT total energy: -306.27496 hartree
Spin multiplicity: 1

# 9
ORCA calculation (ωB97M-V/def2-TZVPD) on a single C4H6O2 molecule.

CARTESIAN COORDINATES (ANGSTROEM)
C1 1.34205 -0.53494 0.97756
C2 0.61308 0.41237 0.08579
O1 0.56045 0.41289 -1.27572
C3 -0.82193 0.47766 -0.17223
C4 -1.67584 -0.28421 -1.08924
O2 -2.85251 -0.02207 -1.20525
H1 1.04265 -0.26687 1.99838
H2 1.09323 -1.58017 0.79597
H3 2.41851 -0.37956 0.87846
H4 0.75876 1.46164 0.37075
H5 -1.35252 1.28469 0.36343
H6 -1.12594 -0.98142 -1.72789

HOMO-LUMO gap: 9.4 eV
ΔE to the lowest compared entry with this formula, charge and spin: 90.0 kcal per mole
HOMO level: -10.05 eV
DFT total energy: -306.36279 hartree
Spin multiplicity: 1

# 10
ORCA calculation (ωB97M-V/def2-TZVPD) on a 2-piece molecular cluster, C4H6O2 overall.

CARTESIAN COORDINATES (ANGSTROEM)
C1 2.29383 2.59200 -0.26940
C2 0.35108 -0.85840 1.80688
C3 -0.32156 -0.49889 0.71943
C4 -0.54067 0.52014 -1.40304
O1 2.96263 2.69615 0.61297
O2 0.07070 0.54629 -0.07266
H1 1.09630 -0.17802 1.98287
H2 0.22384 -1.68799 2.42857
H3 -1.11945 -1.15550 0.28368
H4 -0.65536 -0.50088 -1.77887
H5 -0.12071 1.31868 -1.97816
H6 -1.62519 0.88594 -1.52747

HOMO-LUMO gap: 10.0 eV
ΔE to the lowest compared entry with this formula, charge and spin: 59.4 kcal per mole
HOMO level: -8.91 eV
DFT total energy: -306.41170 hartree
Spin multiplicity: 1

# 11
ORCA calculation (ωB97M-V/def2-TZVPD) on a single C4H6O2 molecule.

CARTESIAN COORDINATES (ANGSTROEM)
C1 -1.22134 -0.40045 0.66735
C2 0.21418 -0.25520 1.23767
C3 0.59686 1.20187 -0.94936
O1 -0.25700 1.95116 -1.24566
C4 1.41627 0.18205 -0.79815
O2 1.34370 -0.58142 0.34432
H1 -1.73739 0.54772 0.46254
H2 -1.18028 -0.96182 -0.26685
H3 -1.86365 -0.96840 1.35501
H4 0.39757 -1.00732 1.99483
H5 0.31996 0.74427 1.71440
H6 2.18013 0.00282 -1.55882

HOMO-LUMO gap: 8.9 eV
ΔE to the lowest compared entry with this formula, charge and spin: 60.2 kcal per mole
HOMO level: -8.24 eV
DFT total energy: -306.41039 hartree
Spin multiplicity: 1

# 12
ORCA calculation (ωB97M-V/def2-TZVPD) on a 3-piece molecular cluster, C4H6O2 overall.

CARTESIAN COORDINATES (ANGSTROEM)
C1 1.82454 0.66132 -0.15058
C2 0.36362 0.27478 0.03208
C3 0.07597 -1.10947 0.07890
O1 0.42734 -2.20948 -0.07799
C4 -2.30351 -0.48382 0.09260
O2 -2.56307 0.50690 0.73030
H1 2.33479 0.63244 0.81663
H2 2.35836 0.04689 -0.88603
H3 1.84473 1.68560 -0.52782
H4 -1.03144 0.38610 -0.92827
H5 -0.15503 0.80439 0.83805
H6 -3.17630 -1.19566 -0.01787

HOMO-LUMO gap (alpha / beta): 7.3 / 7.3 eV
ΔE to the lowest compared entry with this formula, charge and spin: 139.6 kcal per mole
HOMO level (alpha / beta): -7.59 / -7.59 eV
DFT total energy: -306.28386 hartree
Spin multiplicity: 1